ORCA calculation (ωB97M-V with the def2-TZVPD basis set) on a molecular structure, C37H45HfO5PS2Si at a distorted geometry.

```
92
Properties=species:S:1:pos:R:3:forces:R:3
Hf -0.431 1.148 0.083 1.150 -0.301 1.973
C 3.672 0.552 1.678 -0.361 0.022 0.028
C 2.498 1.294 2.317 0.936 0.846 -0.103
C 2.671 1.308 3.835 -0.254 -0.128 -0.238
C 2.433 2.735 1.811 -0.099 -0.408 0.112
O 1.252 0.664 1.913 -0.424 0.293 -0.555
Si 0.705 -0.827 2.468 -0.821 -0.232 -0.591
S -1.153 -0.871 1.495 0.497 0.021 0.449
O 0.674 -0.697 4.071 -0.068 0.204 0.040
C 0.543 -1.620 5.143 0.021 -0.282 0.598
C 1.510 -2.786 4.961 -0.171 0.225 -0.013
C -0.896 -2.125 5.203 0.288 0.229 -0.065
C 0.901 -0.850 6.416 -0.109 -0.144 -0.341
O 1.748 -2.007 2.074 -0.026 0.306 0.287
C 1.790 -3.094 1.156 0.149 -0.435 -0.456
C 0.708 -4.117 1.499 0.222 0.237 0.108
C 1.572 -2.591 -0.266 -0.018 -0.020 0.351
C 3.185 -3.705 1.300 -0.358 0.183 0.020
H 4.604 1.043 1.954 0.066 0.042 0.001
H 3.580 0.545 0.592 0.012 -0.004 -0.056
H 3.691 -0.474 2.033 0.108 -0.112 -0.001
H 3.530 1.924 4.090 0.063 0.040 -0.058
H 2.834 0.302 4.206 0.073 -0.038 0.152
H 1.785 1.714 4.314 -0.059 0.046 0.111
H 3.284 3.299 2.184 0.084 0.026 -0.008
H 1.515 3.215 2.156 0.067 0.036 -0.012
H 2.451 2.763 0.722 0.036 0.053 0.010
H 1.230 -3.357 4.085 0.051 -0.175 -0.024
H 1.492 -3.432 5.834 -0.019 -0.078 0.133
H 2.519 -2.408 4.817 0.160 -0.010 -0.011
H -1.152 -2.624 4.272 -0.084 -0.138 -0.108
H -1.579 -1.292 5.341 -0.114 0.101 0.022
H -1.008 -2.821 6.030 -0.067 -0.125 0.082
H 1.948 -0.560 6.395 0.123 0.064 0.019
H 0.728 -1.473 7.288 -0.011 -0.075 0.146
H 0.291 0.045 6.495 -0.099 0.124 0.024
H -0.260 -3.625 1.533 -0.161 -0.003 -0.056
H 0.900 -4.581 2.462 0.021 -0.117 0.111
H 0.688 -4.894 0.742 -0.038 -0.145 -0.117
H 0.541 -2.259 -0.374 0.031 -0.001 -0.023
H 1.762 -3.385 -0.981 0.031 -0.157 -0.148
H 2.237 -1.759 -0.482 0.092 0.111 -0.063
H 3.351 -4.017 2.327 0.033 -0.055 0.158
H 3.940 -2.970 1.033 0.121 0.093 -0.052
H 3.286 -4.566 0.648 0.038 -0.151 -0.109
C -2.816 -3.803 -5.135 0.009 -0.045 -0.040
C -2.647 -2.464 -5.455 0.013 0.023 -0.081
C -2.176 -1.577 -4.505 0.061 0.051 0.149
C -1.876 -2.032 -3.225 -0.047 -0.144 0.455
C -2.038 -3.380 -2.913 0.058 0.180 0.032
C -2.505 -4.265 -3.867 -0.009 -0.133 -0.111
P -1.283 -0.953 -1.865 0.203 0.259 -1.396
C -2.099 0.640 -2.335 0.166 -0.150 0.171
C -1.544 1.602 -3.186 0.083 0.030 -0.089
C -2.322 2.654 -3.639 0.025 -0.010 -0.090
C -3.654 2.748 -3.267 0.045 -0.183 -0.074
C -4.202 1.822 -2.392 -0.128 -0.154 -0.112
C -3.426 0.778 -1.920 -0.011 0.016 -0.019
C 0.418 -0.502 -2.375 -0.113 -0.106 0.431
C 1.134 -1.036 -3.435 -0.154 -0.018 0.116
C 2.412 -0.564 -3.683 0.046 -0.046 -0.022
C 2.932 0.454 -2.903 0.102 0.059 0.146
C 2.202 0.974 -1.842 -0.041 0.008 0.104
C 0.937 0.483 -1.504 0.453 -0.410 -1.430
H -3.186 -4.488 -5.881 -0.061 -0.091 -0.087
H -2.883 -2.108 -6.447 -0.023 -0.004 -0.064
H -2.036 -0.533 -4.752 -0.059 0.065 -0.026
H -1.794 -3.724 -1.916 -0.042 -0.041 0.064
H -2.631 -5.310 -3.621 -0.011 -0.034 0.000
H -0.519 1.505 -3.525 -0.022 0.046 0.099
H -1.885 3.398 -4.290 0.001 0.035 -0.054
H -4.260 3.547 -3.663 -0.086 0.135 0.040
H -5.230 1.910 -2.074 -0.049 0.034 0.038
H -3.840 0.039 -1.244 -0.086 0.070 0.057
H 0.703 -1.810 -4.056 -0.040 -0.051 -0.062
H 3.000 -0.982 -4.486 0.033 -0.015 -0.131
H 3.915 0.848 -3.117 0.114 0.031 -0.028
H 2.635 1.791 -1.274 0.019 0.008 -0.019
O -4.025 2.885 0.426 0.547 -0.060 0.019
C -2.846 3.029 0.162 -1.564 0.969 -0.018
O -1.936 2.209 0.625 -0.821 0.065 -0.060
C -2.400 4.164 -0.706 0.081 0.253 -0.127
C -3.418 4.988 -1.197 -0.078 -0.003 0.196
C -3.157 6.061 -2.020 -0.063 0.065 0.026
C -1.841 6.346 -2.366 -0.087 -0.022 -0.042
C -0.823 5.545 -1.902 0.055 -0.073 0.012
C -1.080 4.444 -1.077 -0.396 -0.181 0.352
S 0.324 3.538 -0.581 0.724 -0.512 0.058
H -4.428 4.752 -0.894 -0.050 -0.002 -0.024
H -3.964 6.679 -2.386 -0.041 0.019 0.018
H -1.615 7.194 -2.997 0.031 0.042 -0.058
H 0.203 5.744 -2.169 0.104 0.059 -0.041
```
Forces are in eV/Å.

**Highest occupied orbital energy**: -7.7060 eV
**Charge**: 0
**Frontier orbital gap**: 7.382 eV
**LUMO energy**: -0.0119 hartree
**ΔE to the lowest compared entry with this formula, charge and spin**: 2.53 kcal/mol
**E_tot**: -89488.948 eV
**Max |F|**: 2.30 eV/Å

Atom charges from the Mulliken analysis, given in e for atoms 1 to 8: atom 1 (Hf): 0.4187, atom 2 (C): -1.3089, atom 3 (C): 1.9107, atom 4 (C): -1.8722, atom 5 (C): -1.9867, atom 6 (O): -0.1878, atom 7 (Si): 0.1738, atom 8 (S): -1.0199